Molecular formula: C3H2FNOS
Method: DFT, ωB97M-V/def2-TZVPD

XYZ file:
```
9
Properties=species:S:1:pos:R:3:nbo_charge:R:1
C -1.180 0.302 0.237 0.00
C -0.469 -0.657 0.829 -0.46
C 0.713 0.822 -0.712 0.43
N -0.490 1.157 -0.617 -0.45
O 1.639 -1.737 -0.384 -0.91
F 1.561 1.603 -1.571 -0.32
S 1.300 -0.560 0.400 1.25
H -2.240 0.480 0.316 0.22
H -0.832 -1.410 1.502 0.25
```

Computed properties:
Strongest force on any atom (eV/A): 3.64
Net charge: 0
Electronic energy (eV): -20230.8530
Gap between HOMO and LUMO (eV): 9.27
HOMO energy (hartree): -0.37257

Molecular formula: C3H2FeLiO3
Method: DFT, ωB97M-V/def2-TZVPD

XYZ file:
```
10
Properties=species:S:1:pos:R:3:nbo_charge:R:1
O 2.021 -1.118 -0.315 -0.55
O -0.475 -0.437 0.311 -0.54
C -1.746 -0.231 0.664 0.23
C 0.224 0.543 -0.499 -0.04
O -2.343 0.774 0.237 -0.72
C 1.552 0.137 -0.634 0.13
Fe -2.446 -1.768 1.876 0.81
H 2.280 -0.456 0.587 0.52
H 2.169 0.637 -1.401 0.21
Li -1.237 1.918 -0.826 0.94
```

Computed properties:
Strongest force on any atom (eV/A): 5.53
Net charge: +1
Electronic energy (eV): -43864.3678
Spin multiplicity: 7
Gap between HOMO and LUMO (spin up / spin down) (eV): 6.57 / 7.19
HOMO energy (spin up / spin down) (hartree): -0.39538 / -0.52699

Molecular formula: C3H2GdLiO3
Method: DFT, ωB97M-V/def2-TZVPD

XYZ file:
```
10
Properties=species:S:1:pos:R:3:mulliken_charge:R:1
C 1.607 0.515 -0.067 0.04
O 2.577 -0.058 -0.673 -0.69
H 0.166 -1.108 -0.403 0.38
Li 3.539 1.362 -1.182 0.93
C 0.365 -0.160 0.106 0.13
O -0.762 0.700 0.175 -0.34
C -1.986 0.195 0.242 0.02
O -2.132 -1.053 0.121 -0.49
Gd -4.653 -0.344 0.481 0.85
H 1.278 -0.048 1.200 0.17
```

Computed properties:
Strongest force on any atom (eV/A): 3.91
Net charge: +1
Electronic energy (eV): -30313.1443
Spin multiplicity: 9
Gap between HOMO and LUMO (spin up / spin down) (eV): 4.54 / 4.97
HOMO energy (spin up / spin down) (hartree): -0.31803 / -0.39190

Molecular formula: C3H2INS
Method: DFT, ωB97M-V/def2-TZVPD

XYZ file:
```
8
Properties=species:S:1:pos:R:3:nbo_charge:R:1
C -0.850 -1.026 0.021 -0.06
C -0.859 0.375 0.021 -0.54
C -3.349 -0.280 0.483 -0.54
N -0.706 -2.103 -0.419 -0.25
S -2.528 0.927 -0.300 0.49
I -5.388 -0.095 0.100 0.23
H -1.416 -0.646 1.093 0.40
H -0.124 1.166 -0.109 0.28
```

Computed properties:
Strongest force on any atom (eV/A): 3.88
Net charge: 0
Electronic energy (eV): -23562.1939
Gap between HOMO and LUMO (spin up / spin down) (eV): 7.36 / 7.36
HOMO energy (spin up / spin down) (hartree): -0.32177 / -0.32174

Molecular formula: C3H2KMgO3
Method: DFT, ωB97M-V/def2-TZVPD

XYZ file:
```
10
Properties=species:S:1:pos:R:3:nbo_charge:R:1
O -1.361 -2.635 0.787 -0.53
C -1.937 -1.625 0.995 -0.18
O -0.657 0.846 -1.456 -0.89
C 0.562 0.803 -1.632 0.06
C 1.522 0.687 -0.425 0.04
O 1.078 0.610 0.723 -0.90
Mg -0.841 0.354 0.429 1.34
H 1.066 0.840 -2.598 0.13
H 2.577 0.749 -0.690 0.13
K -2.009 -0.627 3.866 0.81
```

Computed properties:
Strongest force on any atom (eV/A): 8.40
Net charge: 0
Electronic energy (eV): -31052.4745
Spin multiplicity: 2
Gap between HOMO and LUMO (spin up / spin down) (eV): 2.94 / 2.97
HOMO energy (spin up / spin down) (hartree): -0.16210 / -0.16495

Molecular formula: C3H2Li2O3Yb
Method: DFT, ωB97M-V/def2-TZVPD

XYZ file:
```
11
Properties=species:S:1:pos:R:3:nbo_charge:R:1
C -0.014 1.670 -0.825 0.61
C -0.015 0.424 -0.118 -0.31
O -0.011 2.653 -1.417 -0.48
H 0.273 -0.362 -0.819 0.30
H -1.036 0.190 0.187 0.30
Yb 0.766 4.012 0.997 0.31
Li 0.398 4.925 -1.010 0.68
O 0.834 0.359 1.202 -0.52
C 1.567 -0.667 1.460 0.70
O 1.666 -1.806 1.346 -0.54
Li 1.066 -1.737 3.133 0.96
```

Computed properties:
Strongest force on any atom (eV/A): 5.66
Net charge: +2
Electronic energy (eV): -41201.3500
Spin multiplicity: 3
Gap between HOMO and LUMO (spin up / spin down) (eV): 5.91 / 3.97
HOMO energy (spin up / spin down) (hartree): -0.48291 / -0.48022

Molecular formula: C3H2LiO2
Method: DFT, ωB97M-V/def2-TZVPD

XYZ file:
```
8
Properties=species:S:1:pos:R:3:nbo_charge:R:1
O 0.152 1.047 0.105 -0.49
O 0.063 -1.090 -0.072 -0.39
C -1.165 0.848 0.083 0.35
C -1.304 -0.581 -0.103 -0.32
C 0.892 -0.128 -0.031 0.30
H -1.836 -0.678 0.933 0.31
Li 2.753 0.052 -0.082 0.95
H -1.822 -0.898 -1.018 0.30
```

Computed properties:
Strongest force on any atom (eV/A): 2.41
Net charge: +1
Electronic energy (eV): -7432.6183
Gap between HOMO and LUMO (eV): 8.95
HOMO energy (hartree): -0.51966

Molecular formula: C3H2LiO3Yb
Method: DFT, ωB97M-V/def2-TZVPD

XYZ file:
```
10
Properties=species:S:1:pos:R:3:nbo_charge:R:1
C 1.754 0.764 0.270 -0.53
C 0.827 -0.188 0.137 0.27
O 0.947 -1.434 0.490 -0.96
Yb -0.828 -2.673 1.164 1.83
H 1.692 1.690 -0.281 0.22
H 2.591 0.659 0.943 0.22
O -1.092 1.338 -0.778 -0.64
C -0.769 0.196 -0.637 0.71
Li -3.408 0.315 -1.169 0.96
O -1.714 -0.669 -0.139 -1.08
```

Computed properties:
Strongest force on any atom (eV/A): 5.82
Net charge: +1
Electronic energy (eV): -41013.4731
Gap between HOMO and LUMO (eV): 5.34
HOMO energy (hartree): -0.39015

Molecular formula: C3H2LuO4
Method: DFT, ωB97M-V/def2-TZVPD

XYZ file:
```
10
Properties=species:S:1:pos:R:3:nbo_charge:R:1
O 2.658 -0.353 0.326 -0.70
C 3.403 0.373 -0.222 1.10
O 4.283 0.952 -0.682 -0.35
O -0.430 0.958 0.381 -0.92
C -1.651 0.637 -0.123 0.02
C -2.072 -0.651 -0.136 0.02
O -1.261 -1.652 0.279 -0.93
Lu 0.464 -0.809 1.081 2.36
H -2.310 1.456 -0.433 0.20
H -3.085 -0.911 -0.470 0.20
```

Computed properties:
Strongest force on any atom (eV/A): 3.19
Net charge: +1
Electronic energy (eV): -44947.1447
Gap between HOMO and LUMO (eV): 5.26
HOMO energy (hartree): -0.41548

Molecular formula: C3H2N2
Method: DFT, ωB97M-V/def2-TZVPD

XYZ file:
```
7
Properties=species:S:1:pos:R:3:nbo_charge:R:1
C -0.299 0.856 -1.019 0.20
C 0.158 -1.152 0.526 0.14
C 0.366 0.599 0.176 -0.26
N -0.917 1.157 -1.949 -0.32
N 1.303 -0.761 0.391 -0.24
H -0.678 -1.738 0.873 0.27
H 0.066 1.040 1.003 0.21
```

Computed properties:
Strongest force on any atom (eV/A): 6.64
SMILES string: N#C[C@H]1C=N1
Net charge: 0
Electronic energy (eV): -6119.1686
Gap between HOMO and LUMO (eV): 9.74
HOMO energy (hartree): -0.34524